Entry from the Open Molecules 2025 dataset: an isolated molecule of C5H13NS (ωB97M-V/def2-TZVPD).

Summary:
SMILES: CCN[C@H](C)CS
F_max: 0.125 hartree/bohr
electronic energy: -651.14497 Eh
orbital gap: 9.3 eV
LUMO energy: 0.942 eV
highest occupied orbital energy: -8.33 eV
energy above the lowest of the compared OMol25 structures with the same formula, charge and spin: 62.1 kcal/mol

```
! wB97M-V def2-TZVPD RIJCOSX def2/J DEFGRID3
* xyz 0 1
C 1.2531 1.8909 -1.9658
C 2.0619 0.7573 -1.1689
N 1.0534 -0.0750 -0.3401
C 0.0508 0.1895 0.6965
C 0.8266 0.6205 2.0077
C -0.8132 -0.9408 1.1162
S -2.1820 -1.3747 -0.1811
H 0.5637 2.4728 -1.1595
H 0.4757 1.4354 -2.7184
H 1.8278 2.6809 -2.3204
H 2.6890 0.3025 -1.8790
H 2.7678 1.0443 -0.3402
H 0.6383 -0.6596 -1.0696
H -0.3878 1.2023 0.3182
H 1.5369 1.5121 1.8343
H 1.5253 -0.1788 2.2908
H 0.1324 0.6926 2.7993
H -1.2574 -0.7485 2.1764
H -0.0506 -1.7247 0.9275
H -3.1981 -0.6163 0.3047
*
```

Here are the Löwdin charges for atoms 1 to 8, given in e: C -0.098; C -0.202; N -0.086; C -0.540; C -0.077; C -0.465; S 0.624; H 0.093



Entry from the Open Molecules 2025 dataset: a structure of composition C26H55AlI2N3O15P2 (ωB97M-V/def2-TZVPD).

Summary:
F_max: 0.013 hartree/bohr
electronic energy: -3837.37009 Eh
orbital gap: 7.0 eV
LUMO energy: 2.181 eV
highest occupied orbital energy: -4.81 eV
energy above the lowest of the compared OMol25 structures with the same formula, charge and spin: 0.0 kcal/mol

```
! wB97M-V def2-TZVPD RIJCOSX def2/J DEFGRID3
* xyz -1 1
C -4.5897 2.2202 -0.9881
C -3.1126 2.4278 -1.2247
O -2.6780 3.3730 -1.8310
O -2.2760 1.4690 -0.8092
C -2.6368 0.5745 0.2715
C -1.3701 0.0360 0.9505
C -0.8032 -0.9856 -0.0629
C 0.2082 -2.0705 0.3879
N 1.0359 -1.6150 1.4825
N 1.1462 -2.4355 -0.6753
N -0.5392 -3.3225 0.6659
O -1.8712 -0.6824 2.0625
Al -1.4683 0.1337 3.5814
P -0.9159 -1.2023 5.5229
O -2.0722 -2.4046 5.4095
I 1.2191 -2.3902 5.0021
O -0.1000 0.9521 2.8177
C -0.3807 1.2068 1.4576
C 0.9046 1.3572 0.6138
C 2.1087 1.9434 1.3718
C 3.2633 0.9551 1.4329
I 4.3152 0.8440 -0.4253
P -1.0742 3.0075 1.3879
O -2.5494 2.7580 2.1222
O -0.2081 3.6170 2.6357
H -5.1054 3.1303 -1.2798
H -4.8130 2.0145 0.0556
H -4.9370 1.3813 -1.5928
H -3.1899 -0.2678 -0.1456
H -3.2631 1.0708 1.0016
H -0.3582 -0.4370 -0.8985
H -1.6496 -1.5259 -0.4803
H 0.5067 -1.5025 2.3374
H 1.7666 -2.3051 1.6274
H 0.6606 -3.0074 -1.3580
H 1.5076 -1.6119 -1.1416
H -0.7686 -3.3285 1.6562
H 0.1394 -4.0746 0.5544
H -2.5556 1.0866 4.2778
H -1.9305 -3.0340 6.1246
H 0.6588 1.9863 -0.2491
H 1.1980 0.3929 0.2108
H 2.4524 2.8389 0.8513
H 1.8404 2.1948 2.3955
H 4.0035 1.2456 2.1743
H 2.9130 -0.0482 1.6606
H -2.7206 3.3968 2.8216
H -0.3848 3.1095 3.4447
O -3.7197 9.7387 -1.7512
C -3.4422 8.7102 -2.3129
O -2.9335 7.6952 -1.6023
C -2.7108 6.3849 -2.1658
C -1.3885 6.2929 -2.8920
C -3.6025 8.5723 -3.8125
H -3.5524 6.0978 -2.7957
H -2.7072 5.7081 -1.3181
H -1.3421 6.9717 -3.7458
H -1.2438 5.2716 -3.2425
H -0.5741 6.5483 -2.2141
H -2.7226 9.0064 -4.2872
H -4.4743 9.1506 -4.1077
H -3.7189 7.5514 -4.1630
O -2.4470 -3.3293 -2.0460
C -3.2375 -4.1053 -1.5910
O -3.9001 -3.7493 -0.4709
C -4.9260 -4.5426 0.1220
C -4.3578 -5.6067 1.0379
C -3.4491 -5.4799 -2.1843
H -5.5835 -4.9648 -0.6413
H -5.5184 -3.8318 0.6966
H -3.7429 -6.3211 0.4895
H -5.1649 -6.1525 1.5291
H -3.7318 -5.1411 1.7985
H -2.6653 -6.1333 -1.8007
H -3.3340 -5.3979 -3.2620
H -4.4155 -5.9260 -1.9658
O 5.2937 0.6087 -4.2663
C 4.3814 1.2135 -4.7555
O 4.0600 0.9437 -6.0477
C 2.8979 1.4874 -6.6778
C 3.1379 2.8774 -7.2302
C 3.6383 2.2945 -4.0118
H 2.0440 1.4600 -5.9999
H 2.6817 0.7932 -7.4891
H 3.3712 3.5882 -6.4379
H 2.2509 3.2313 -7.7573
H 3.9766 2.8632 -7.9267
H 4.2201 3.2143 -4.0794
H 3.5698 2.0031 -2.9660
H 2.6337 2.4877 -4.3771
O 4.3106 -4.2419 2.7882
C 4.9247 -4.6435 3.7325
O 4.8199 -5.9561 4.0637
C 5.6043 -6.5523 5.0965
C 4.9930 -6.3529 6.4684
C 5.7402 -3.7137 4.6018
H 6.6351 -6.1963 5.0537
H 5.6237 -7.6120 4.8440
H 4.9464 -5.2979 6.7378
H 5.5825 -6.8747 7.2237
H 3.9764 -6.7452 6.4840
H 5.0598 -3.2314 5.3046
H 6.1642 -2.9486 3.9569
H 6.5423 -4.1906 5.1583
*
```

Here are the Löwdin charges for atoms 1 to 8, given in e: C 0.024; C -0.547; O 0.074; O -0.006; C -0.124; C -0.408; C -0.049; C -0.633



Entry from the Open Molecules 2025 dataset: a cluster of 11 separate species, C41H68F5N23O17P2S in total (ωB97M-V/def2-TZVPD).

Summary:
SMILES: CNCc1c([PH2]=S)c(P(O)O)c(CCCCNC(C)=O)c2c1C(=O)c1c(C(F)(F)c3cccc(C(F)(F)F)c3)cc(O)c(OC#N)c1C2=O.NC(N)=O.NC(N)=O.NC(N)=O.NC(N)=O.NC(N)=O.NC(N)=O.NC(N)=O.NC(N)=O.NC(N)=O.NC(N)=O
F_max: 0.042 hartree/bohr
electronic energy: -5722.31010 Eh
orbital gap: 6.2 eV
LUMO energy: -0.914 eV
highest occupied orbital energy: -7.12 eV

```
! wB97M-V def2-TZVPD RIJCOSX def2/J DEFGRID3
* xyz 0 1
C 1.8810 0.7720 0.1677
N 3.0978 -0.0584 0.1906
C 3.7409 -0.1811 -1.1143
C 2.8377 -0.8089 -2.1379
C 2.0523 -1.9212 -1.8232
P 2.0618 -2.7309 -0.1569
S 0.3969 -2.3728 0.8114
C 1.1773 -2.4921 -2.7552
P 0.2058 -3.9407 -2.1140
O 0.9664 -5.2803 -2.7313
O -1.2774 -3.8197 -2.7575
C 1.0787 -1.9738 -4.0603
C 0.0801 -2.6003 -4.9968
C -1.1993 -1.7495 -4.9288
C -2.1569 -1.9558 -6.0945
C -3.3234 -0.9745 -5.9823
N -4.1622 -1.2099 -4.7782
C -4.1342 -0.0990 -3.9265
C -4.8503 1.1421 -4.3511
O -3.5581 -0.1210 -2.8576
C 1.9086 -0.8961 -4.4021
C 2.7568 -0.3296 -3.4414
C 3.5994 0.8220 -3.8999
O 4.7494 0.9185 -3.5657
C 2.9241 1.7748 -4.8333
C 3.0507 3.1687 -4.8105
C 3.8886 3.8992 -3.7649
F 3.9613 5.2205 -4.1721
F 5.1579 3.4742 -3.7212
C 3.2543 3.9104 -2.3960
C 4.0278 3.9668 -1.2459
C 3.4409 4.0211 0.0058
C 2.0605 4.0268 0.1379
C 1.2870 3.9438 -1.0107
C -0.2125 3.9222 -0.9061
F -0.7761 5.1264 -0.9851
F -0.6102 3.3157 0.2236
F -0.7290 3.1890 -1.9174
C 1.8721 3.8971 -2.2690
C 2.3711 3.9277 -5.7410
C 1.5655 3.3543 -6.7129
O 0.8813 4.1322 -7.6008
C 1.4339 1.9786 -6.7312
O 0.5860 1.4099 -7.7092
C -0.6477 1.7008 -7.4502
N -1.7082 2.0701 -7.2322
C 2.0968 1.1981 -5.7962
C 1.9360 -0.3032 -5.7751
O 1.8806 -0.9443 -6.7911
H 1.0294 0.1576 0.4395
H 1.7082 1.2319 -0.8044
H 1.9656 1.5444 0.9269
H 3.7816 0.3114 0.8348
H 4.6336 -0.7992 -1.0063
H 4.1082 0.7946 -1.4221
H 2.2007 -4.0985 -0.4256
H 3.2156 -2.3456 0.5133
H 1.2167 -5.1760 -3.6631
H -1.8410 -4.4387 -2.2475
H -0.1289 -3.6099 -4.6640
H 0.4339 -2.6768 -6.0167
H -0.8824 -0.7025 -4.9295
H -1.7315 -1.9106 -3.9992
H -1.6827 -1.7729 -7.0556
H -2.5822 -2.9603 -6.0633
H -3.9266 -0.9743 -6.8857
H -2.9000 0.0137 -5.8636
H -3.8468 -2.0038 -4.2319
H -5.3732 1.0374 -5.2969
H -4.1411 1.9602 -4.4318
H -5.5792 1.4254 -3.5988
H 5.1041 3.9833 -1.3302
H 4.0351 4.0722 0.9038
H 1.5622 4.0869 1.0927
H 1.2097 3.8622 -3.1187
H 2.4194 5.0025 -5.7418
H 1.5063 4.5524 -8.2009
N -5.9434 -1.0967 1.7595
C -5.8735 -0.2404 0.6907
N -4.9739 -0.5893 -0.2698
O -6.5676 0.7618 0.6120
H -5.3818 -1.9222 1.8457
H -6.6027 -0.8746 2.4799
H -4.8878 0.0179 -1.0671
H -4.3879 -1.4036 -0.2155
N 2.2358 -5.2969 4.5678
C 2.1063 -4.2125 3.7274
N 1.5249 -3.1207 4.2624
O 2.4901 -4.2426 2.5647
H 1.9222 -5.2924 5.5188
H 2.6647 -6.1213 4.1940
H 1.4119 -2.3181 3.6645
H 1.1878 -3.0677 5.2071
N -0.9623 -5.4312 0.9323
C -1.9303 -5.8587 0.0964
N -2.4303 -7.1075 0.3523
O -2.3544 -5.1949 -0.8531
H -0.6099 -5.9910 1.6857
H -0.5539 -4.5089 0.7889
H -3.1473 -7.4518 -0.2575
H -2.1146 -7.6824 1.1090
N 4.3383 -0.7367 5.1810
C 3.3291 0.1862 5.0505
N 3.6557 1.4622 5.3912
O 2.2210 -0.1326 4.6536
H 5.2587 -0.5089 5.5033
H 4.1218 -1.6854 4.9348
H 2.9373 2.1551 5.3049
H 4.5563 1.7494 5.7253
N -6.8930 2.7455 4.0017
C -6.4634 2.3519 5.2359
N -5.9793 1.0723 5.2980
O -6.5055 3.0801 6.2132
H -6.8644 2.1606 3.1833
H -7.2555 3.6758 3.9193
H -5.6523 0.7478 6.1874
H -5.9313 0.4604 4.5063
N -2.1721 4.1247 2.4109
C -1.9084 4.8668 3.5248
N -3.0009 5.4435 4.1170
O -0.7790 5.0093 3.9647
H -3.0910 3.9962 2.0321
H -1.3938 3.6883 1.9579
H -2.8396 5.9939 4.9384
H -3.9364 5.3380 3.7754
N -0.9827 -4.1374 8.1950
C -1.0954 -3.0787 7.3321
N -1.7074 -1.9736 7.8395
O -0.6811 -3.1211 6.1845
H -1.3185 -4.1215 9.1386
H -0.5421 -4.9675 7.8485
H -1.8062 -1.1840 7.2280
H -2.0614 -1.9128 8.7745
N 5.6900 4.1650 8.9065
C 4.6720 4.1769 7.9942
N 3.5667 4.8890 8.3591
O 4.7454 3.5919 6.9261
H 5.6503 4.6384 9.7882
H 6.5158 3.6510 8.6655
H 2.8028 4.9164 7.7097
H 3.4836 5.3774 9.2295
N -6.7490 -2.2140 -2.5709
C -8.0998 -2.2835 -2.7678
N -8.4798 -2.8025 -3.9808
O -8.9091 -1.9159 -1.9374
H -6.0780 -2.5169 -3.2509
H -6.4242 -1.8373 -1.6963
H -9.4629 -2.8684 -4.1619
H -7.8311 -3.1084 -4.6800
N 8.5560 -0.1045 -0.4670
C 7.3894 -0.1401 0.2448
N 7.1499 -1.3072 0.9196
O 6.6146 0.7989 0.2745
H 9.2058 -0.8654 -0.5070
H 8.7560 0.7364 -0.9748
H 6.3011 -1.3647 1.4514
H 7.7709 -2.0931 0.9076
*
```

Here are the Löwdin charges for atoms 1 to 8, given in e: C -0.102; N -0.128; C -0.192; C -0.131; C -0.296; P 0.468; S 0.237; C -0.236



> Which of these has the lowest F_max?

C26H55AlI2N3O15P2



> Which of these has the highest orbital gap?

C5H13NS